Entry 1:
Computed, not measured: the molecule C5H10O, with ωB97M-V/def2-TZVPD.

## Properties
* E_LUMO: 1.1 eV
* frontier orbital gap: 0.398 hartree
* DFT total energy: -7394.4046 eV
* SMILES string: CC[C@@H](C)C=O

```
16
C5H10O | OMol25 | ωB97M-V/def2-TZVPD
C 1.990 -0.293 -0.448
C 0.723 -0.526 0.372
C -0.545 0.010 -0.301
C -1.809 -0.496 0.408
C -0.558 1.528 -0.275
O -0.377 2.168 0.735
H 2.175 0.776 -0.612
H 2.868 -0.703 0.061
H 1.917 -0.775 -1.430
H 0.586 -1.599 0.552
H 0.816 -0.043 1.352
H -0.570 -0.318 -1.349
H -1.790 -0.202 1.463
H -2.725 -0.092 -0.037
H -1.855 -1.589 0.347
H -0.778 2.053 -1.226
```


Entry 2:
Computed, not measured: the molecule C18H29N3O2S, with ωB97M-V/def2-TZVPD.

## Properties
* E_LUMO: 0.7 eV
* frontier orbital gap: 0.311 hartree
* DFT total energy: -38537.0005 eV
* SMILES string: COCCCNC(=S)N[C@@H]1C[C@H]2CCC[C@@H](C1)N2Cc1ccco1

```
53
C18H29N3O2S | OMol25 | ωB97M-V/def2-TZVPD
C -2.878 -0.462 -3.265
H -1.799 -0.604 -3.115
O -3.459 0.208 -2.179
C -3.314 -0.494 -0.963
C -4.032 0.282 0.137
H -5.108 0.218 -0.020
H -3.744 1.333 0.059
C -3.684 -0.250 1.530
N -2.279 -0.104 1.819
C -1.387 -1.118 1.679
N -0.091 -0.745 1.650
H 0.121 0.213 1.402
C 0.997 -1.658 1.360
C 2.307 -1.003 1.791
H 3.092 -1.758 1.800
H 2.196 -0.633 2.811
C 2.689 0.157 0.841
N 1.618 0.333 -0.125
C 1.488 -0.823 -0.991
C 2.788 -1.095 -1.767
C 3.969 -1.263 -0.815
H 3.861 -2.192 -0.253
C 4.042 -0.080 0.147
H 4.814 -0.245 0.900
H 4.312 0.819 -0.413
H 4.898 -1.335 -1.385
H 2.667 -1.985 -2.387
H 2.980 -0.247 -2.431
H 0.695 -0.598 -1.715
C 1.051 -2.027 -0.129
H 1.740 -2.860 -0.256
H 0.062 -2.375 -0.429
C 1.509 1.649 -0.733
C 0.482 2.426 0.034
C -0.873 2.505 -0.107
C -1.340 3.284 0.983
C -0.236 3.613 1.705
O 0.869 3.096 1.143
H -0.109 4.189 2.600
H -2.353 3.566 1.190
H -1.462 2.078 -0.893
H 2.460 2.195 -0.723
H 1.173 1.556 -1.767
H 2.757 1.085 1.419
H 0.810 -2.567 1.942
S -1.852 -2.707 1.647
H -1.916 0.836 1.722
H -4.258 0.293 2.286
H -3.918 -1.315 1.601
H -3.732 -1.507 -1.050
H -2.243 -0.596 -0.726
H -3.044 0.159 -4.143
H -3.337 -1.446 -3.420
```


Entry 3:
Computed, not measured: the molecule CHFN4 at a distorted geometry, with ωB97M-V/def2-TZVPD.

## Properties
* E_LUMO (spin up / spin down): -1.1 / -1.2 eV
* frontier orbital gap (spin up / spin down): 0.330 / 0.345 hartree
* DFT total energy: -9724.9684 eV
* SMILES string: N#CN/N=N/F

```
7
CHFN4 | OMol25 | ωB97M-V/def2-TZVPD
C 1.704 -0.547 -0.013
N 2.795 -0.940 0.004
N -0.782 -0.372 -0.062
N -1.864 0.671 0.048
N 0.473 0.109 -0.032
F -2.991 -0.093 -0.003
H 0.665 1.171 0.057
```


Entry 4:
Computed, not measured: the ion C3H8N with charge +1 at a distorted geometry, with ωB97M-V/def2-TZVPD.

## Properties
* E_LUMO: -3.9 eV
* frontier orbital gap: 0.405 hartree
* DFT total energy: -4723.0037 eV
* SMILES string: C=C(C)[NH3+]
* charge: +1

```
12
C3H8N | OMol25 | ωB97M-V/def2-TZVPD
C 0.184 1.323 -0.356
C 0.180 -0.137 0.020
C 1.289 -0.830 0.172
N -1.162 -0.706 0.232
H -0.772 1.633 -0.794
H 0.369 1.952 0.505
H 0.896 1.497 -1.157
H 1.454 -1.900 0.210
H 2.192 -0.265 0.367
H -1.209 -1.373 1.005
H -1.530 -1.187 -0.607
H -1.891 -0.008 0.403
```


Entry 5:
Computed, not measured: the ion C4H12N2 with charge +2 at a distorted geometry, with ωB97M-V/def2-TZVPD.

## Properties
* E_LUMO: -7.5 eV
* frontier orbital gap: 0.414 hartree
* DFT total energy: -7303.4951 eV
* SMILES string: C=C([NH3+])CC[NH3+]
* charge: +2

```
18
C4H12N2 | OMol25 | ωB97M-V/def2-TZVPD
C 0.146 -0.870 0.837
C 0.850 0.426 0.028
C -0.158 0.814 -0.937
C -1.132 1.658 -0.582
N -0.306 0.112 -2.231
N 0.660 -1.229 2.175
H -0.898 -0.484 1.201
H 0.060 -1.775 0.166
H 1.091 1.198 0.741
H 1.866 0.166 -0.479
H -1.974 1.908 -1.252
H -1.206 2.048 0.340
H -0.784 -0.843 -1.928
H 0.550 0.327 -2.856
H -1.101 0.490 -2.736
H 0.839 -0.466 2.743
H -0.090 -1.831 2.750
H 1.587 -1.649 2.023
```


Entry 6:
Computed, not measured: a structure of composition C41H49BBr4N11O3SiY, with ωB97M-V/def2-TZVPD.

## Properties
* E_LUMO (spin up / spin down): 2.3 / 1.4 eV
* frontier orbital gap (spin up / spin down): 0.259 / 0.227 hartree
* spin multiplicity: 2
* DFT total energy: -355624.8391 eV
* charge: -1

```
111
C41H49BBr4N11O3SiY | OMol25 | ωB97M-V/def2-TZVPD
Y 0.074 -0.425 -1.279
C -2.755 1.630 0.192
C -2.990 0.165 0.339
C -4.097 -0.495 0.892
C -3.757 -1.829 0.867
N -2.523 -1.941 0.341
N -2.059 -0.719 0.000
B -1.710 -3.255 0.149
N -0.331 -3.120 0.844
C 0.385 -4.044 1.510
C 1.618 -3.509 1.808
C 1.591 -2.219 1.257
C 2.638 -1.159 1.313
N 0.421 -2.006 0.666
N -1.480 -3.529 -1.348
C -1.625 -4.651 -2.074
C -1.077 -4.435 -3.317
C -0.585 -3.121 -3.273
C 0.142 -2.380 -4.345
N -0.830 -2.587 -2.081
N -2.501 -4.363 0.851
C -2.598 -4.531 2.192
C -3.646 -5.380 2.442
C -4.165 -5.682 1.164
C -5.316 -6.565 0.807
N -3.481 -5.058 0.221
H -3.682 2.153 -0.043
H -2.046 1.823 -0.614
H -2.366 2.045 1.127
H -5.009 -0.056 1.258
H -4.309 -2.700 1.180
H -0.024 -5.018 1.717
H 2.426 -3.979 2.340
H 3.632 -1.601 1.369
H 2.485 -0.526 2.189
H 2.607 -0.523 0.427
H -2.134 -5.502 -1.660
H -1.038 -5.120 -4.146
H -0.277 -2.623 -5.323
H 1.200 -2.643 -4.335
H 0.069 -1.303 -4.200
H -1.930 -4.022 2.867
H -3.987 -5.735 3.400
H -5.171 -7.578 1.187
H -5.420 -6.611 -0.275
H -6.250 -6.186 1.227
Br 6.213 2.389 -3.812
C 4.896 1.149 -3.257
C 5.037 -0.202 -3.515
Br 6.560 -0.854 -4.427
C 4.038 -1.098 -3.099
Br 4.145 -2.955 -3.450
C 2.910 -0.670 -2.409
O 1.928 -1.444 -2.034
C 2.792 0.727 -2.100
O 1.734 1.089 -1.412
C 3.762 1.604 -2.562
Br 3.440 3.451 -2.274
C 5.971 2.555 2.180
C 5.323 2.673 3.403
C 3.949 2.527 3.497
C 3.201 2.271 2.347
C 3.849 2.137 1.120
C 5.225 2.281 1.044
N 1.797 2.099 2.432
N 1.295 2.032 3.655
C 0.084 1.391 3.806
C -0.679 1.717 4.940
C -1.837 1.012 5.183
C -2.208 -0.012 4.315
C -1.388 -0.267 3.229
N -0.277 0.415 2.960
H 7.045 2.668 2.116
H 5.893 2.880 4.301
H 3.442 2.608 4.446
H 3.299 1.901 0.222
H 5.707 2.172 0.080
H -0.338 2.507 5.593
H -2.447 1.251 6.046
H -3.104 -0.597 4.470
H -1.626 -1.063 2.533
C 2.150 5.290 1.240
Si 0.568 4.295 1.168
C -0.550 4.767 2.598
C -0.294 4.548 -0.471
C 0.959 2.441 1.272
H 1.932 6.356 1.137
H 2.824 4.998 0.432
H 2.680 5.141 2.183
H -0.823 5.824 2.556
H -0.053 4.579 3.552
H -1.472 4.179 2.582
H -0.429 5.611 -0.685
H -1.279 4.077 -0.481
H 0.296 4.107 -1.280
H 1.453 2.156 0.346
H 0.038 1.862 1.324
C -0.559 1.679 -4.708
C -1.668 1.278 -3.730
C -2.457 2.526 -3.328
C -2.619 0.271 -4.384
O -1.094 0.704 -2.599
H -0.961 2.173 -5.597
H 0.001 0.798 -5.029
H 0.138 2.356 -4.210
H -2.894 3.019 -4.200
H -1.798 3.235 -2.822
H -3.266 2.254 -2.646
H -3.107 0.695 -5.266
H -3.386 -0.025 -3.665
H -2.074 -0.625 -4.684
```


Sequential ΔE to the lowest compared entry with this formula, charge and spin output: 8.32; 14.01; 85.17; 9.76; 51.63; 0.00 kcal per mole